one) ORCA calculation (the ωB97M-V functional and the def2-TZVPD basis) on a structure of composition C3H7NOS.

Each line ends with the Mulliken charge.
Element x y z (Å)
S  0.78  -0.14  1.26  0.65
O  1.23  0.50  2.44  -0.58
N  1.60  0.23  -0.03  -0.44
C  -0.97  0.21  0.67  -0.73
C  0.76  -0.07  -1.18  -0.26
C  -0.76  -0.20  -0.78  -0.59
H  -1.10  2.17  0.70  0.19
H  0.48  -1.50  1.45  0.15
H  1.01  0.73  -1.96  0.30
H  -1.73  0.00  1.31  0.46
H  -1.12  -1.17  -0.95  0.39
H  -1.29  0.45  -1.39  0.31
H  1.10  -1.20  -1.56  0.17

As for the spin multiplicity: 1. The value obtained for the lowest unoccupied orbital energy is -0.0251 hartree. The orbital gap is 8.358 eV.



two) ORCA calculation (the ωB97M-V functional and the def2-TZVPD basis) on an isolated molecule of C3H7NOS.

Each line ends with the Mulliken charge.
Element x y z (Å)
S  1.35  1.93  0.42  -0.19
O  -1.36  -2.02  0.42  -0.46
N  1.28  -0.98  -0.12  -0.61
C  -0.16  0.93  0.41  -0.90
C  -1.23  -1.09  -0.32  -0.14
C  0.06  -0.31  -0.49  0.18
H  -0.98  1.52  0.01  0.40
H  1.26  -1.27  0.85  0.24
H  1.44  -1.81  -0.68  0.24
H  0.75  3.13  0.48  0.13
H  -0.46  0.61  1.41  0.38
H  -2.09  -0.71  -0.90  0.36
H  0.15  0.07  -1.51  0.37

As for the spin multiplicity: 1. The value obtained for the lowest unoccupied orbital energy is 0.0287 hartree. The orbital gap is 9.964 eV. Its SMILES is N[C@@H](C=O)CS.



three) ORCA calculation (the ωB97M-V functional and the def2-TZVPD basis) on an isolated molecule of C3H7NOS.

Each line ends with the Mulliken charge.
Element x y z (Å)
S  -1.41  1.99  -1.09  -0.25
O  2.65  -1.23  1.46  -0.57
N  0.81  -0.09  0.85  -0.17
C  1.48  -1.23  1.14  0.13
C  -0.76  0.29  -1.04  -0.48
C  -0.57  -0.07  0.44  -0.70
H  1.34  0.76  0.90  0.24
H  -1.21  0.52  1.08  0.47
H  -1.39  -0.38  -1.61  0.34
H  -0.98  -1.07  0.64  0.25
H  -1.07  2.35  -2.33  0.13
H  0.23  0.30  -1.49  0.36
H  0.88  -2.15  1.06  0.25

As for the spin multiplicity: 1. The value obtained for the lowest unoccupied orbital energy is 0.0290 hartree. The orbital gap is 10.232 eV. Its SMILES is O=CNCCS.



Order of stability, best first: three), two), one)



one) ORCA calculation (the ωB97M-V functional and the def2-TZVPD basis) on a cluster of 2 separate species, C6H9N2O2 in total.

Each line ends with the Mulliken charge.
Element x y z (Å)
O  -0.78  -2.15  -0.30  -0.70
O  -2.29  -0.50  -0.24  -0.85
N  -0.11  1.09  0.04  -0.06
N  1.72  1.38  1.29  -0.72
C  3.52  1.32  -0.43  -1.07
C  2.08  1.31  -0.04  0.79
C  0.41  1.25  1.27  -0.19
C  -1.94  -1.73  -0.28  0.73
C  0.96  1.13  -0.81  -0.71
C  -3.07  -2.73  -0.24  -0.96
H  -0.23  1.31  2.14  0.43
H  0.95  1.12  -1.89  0.34
H  4.08  1.81  0.36  0.31
H  -3.08  -3.44  -1.08  0.25
H  3.90  0.29  -0.50  0.21
H  -3.01  -3.38  0.64  0.22
H  3.67  1.72  -1.44  0.31
H  -4.06  -2.27  -0.25  0.28
H  -0.96  0.49  -0.18  0.40

As for the spin multiplicity: 1. The total charge is -1. The value obtained for the lowest unoccupied orbital energy is 0.1425 hartree. The orbital gap is 8.583 eV.



two) ORCA calculation (the ωB97M-V functional and the def2-TZVPD basis) on a cluster of 2 separate species, C6H9N2O2 in total.

Each line ends with the Mulliken charge.
Element x y z (Å)
O  -1.22  -1.41  -0.93  -0.79
O  0.39  -3.07  -1.05  -0.71
N  0.05  2.97  0.29  -0.73
N  -0.08  0.71  -0.13  0.06
C  -1.82  -3.53  -1.70  -0.91
C  0.98  2.25  1.05  0.32
C  0.96  0.89  0.70  -0.28
C  -0.72  -2.53  -1.22  0.63
C  -0.61  1.95  -0.32  -0.13
C  1.97  2.66  2.12  -1.04
H  -0.43  -0.18  -0.60  0.43
H  -2.72  -2.98  -2.14  0.23
H  -1.63  2.08  -0.84  0.31
H  1.70  0.08  0.85  0.33
H  -1.24  -4.06  -2.42  0.30
H  1.47  3.10  3.00  0.25
H  2.56  1.92  2.67  0.30
H  -2.21  -4.24  -0.93  0.20
H  2.60  3.37  1.60  0.22

As for the spin multiplicity: 1. The total charge is -1. The value obtained for the lowest unoccupied orbital energy is 0.1379 hartree. The orbital gap is 8.319 eV.



three) ORCA calculation (the ωB97M-V functional and the def2-TZVPD basis) on a cluster of 2 separate species, C6H9N2O2 in total.

Each line ends with the Mulliken charge.
Element x y z (Å)
O  -1.87  -0.42  -1.29  -0.62
O  -3.00  -0.27  0.62  -0.75
N  2.36  -0.57  -0.47  -0.65
N  0.45  -0.17  0.40  0.13
C  -3.61  1.13  -1.13  -0.97
C  -2.62  0.08  -0.54  0.60
C  1.05  -0.83  -0.59  0.02
C  1.31  0.37  1.30  -0.43
C  2.54  0.02  0.75  0.29
C  4.12  0.32  1.05  -0.96
H  1.22  0.63  2.37  0.30
H  -0.56  -0.06  0.36  0.20
H  0.39  -1.50  -1.32  0.27
H  -4.50  0.81  -0.56  0.25
H  -3.47  2.17  -0.93  0.24
H  4.24  1.47  0.74  0.23
H  4.77  -0.33  0.48  0.27
H  -3.78  1.04  -2.22  0.25
H  4.23  -0.13  1.97  0.35

As for the spin multiplicity: 1. The total charge is -1. The value obtained for the lowest unoccupied orbital energy is 0.1320 hartree. The orbital gap is 8.134 eV.



four) ORCA calculation (the ωB97M-V functional and the def2-TZVPD basis) on a cluster of 2 separate species, C6H9N2O2 in total.

Each line ends with the Mulliken charge.
Element x y z (Å)
O  -0.03  2.33  -1.40  -0.71
O  -0.31  3.70  0.47  -0.70
N  1.11  -0.37  0.89  -0.41
N  2.39  -2.25  0.75  -0.14
C  -0.60  2.85  -0.37  0.57
C  1.31  -2.43  -0.23  -0.66
C  -0.74  -0.83  -0.89  -1.00
C  0.54  -1.28  -0.15  0.64
C  2.14  -1.02  1.34  -0.19
C  -2.08  2.23  -0.14  -0.53
H  -1.90  1.11  -0.15  -0.20
H  -1.42  -1.66  -1.19  0.26
H  -1.30  -0.33  0.04  0.18
H  2.65  -0.89  2.29  0.32
H  -2.39  2.69  0.79  0.30
H  1.30  -3.34  -0.79  0.42
H  -2.74  2.54  -1.00  0.20
H  -0.76  -0.10  -1.53  0.41
H  2.85  -2.93  1.26  0.23

As for the spin multiplicity: 1. The total charge is -1. The value obtained for the lowest unoccupied orbital energy is 0.1146 hartree. The orbital gap is 6.518 eV.



Order of stability, best first: one), two), three), four)



one) ORCA calculation (the ωB97M-V functional and the def2-TZVPD basis) on a cluster of 2 separate species, C6H9N2O2 in total.

Each line ends with the Mulliken charge.
Element x y z (Å)
O  2.60  2.26  -1.16  -0.72
O  2.16  0.71  0.42  -0.79
N  -0.16  -0.70  -0.47  0.01
N  -2.24  -1.27  -0.91  -0.72
C  -1.19  -0.61  -1.33  -0.20
C  1.48  2.99  0.80  -0.81
C  -1.90  -1.78  0.30  0.73
C  -0.61  -1.41  0.59  -0.62
C  -2.78  -2.61  1.19  -1.10
C  2.21  1.89  -0.03  0.60
H  -3.77  -2.64  0.73  0.31
H  0.50  2.63  1.06  0.21
H  0.65  -0.08  -0.56  0.22
H  -2.43  -3.64  1.20  0.26
H  -0.13  -1.79  1.47  0.37
H  -2.86  -2.24  2.21  0.30
H  1.48  3.85  0.13  0.29
H  -1.07  -0.14  -2.29  0.43
H  2.04  3.37  1.66  0.23

As for the spin multiplicity: 1. The total charge is -1. The value obtained for the lowest unoccupied orbital energy is 0.1315 hartree. The orbital gap is 8.135 eV.



two) ORCA calculation (the ωB97M-V functional and the def2-TZVPD basis) on a cluster of 2 separate species, C6H9N2O2 in total.

Each line ends with the Mulliken charge.
Element x y z (Å)
O  -2.38  1.40  3.34  -0.63
O  -1.88  -0.10  1.79  -0.49
N  0.05  0.67  -2.12  -0.76
N  -0.01  -0.17  -0.04  -0.29
C  -1.53  0.80  2.71  0.63
C  0.65  -1.08  -0.83  -0.78
C  -0.29  0.86  -0.83  -0.18
C  1.00  -1.10  -3.47  -1.06
C  0.71  -0.51  -2.10  0.57
C  -0.07  0.87  3.00  -0.96
H  1.08  -0.38  -4.27  0.32
H  0.50  1.73  2.64  0.26
H  0.17  -1.79  -3.62  0.19
H  1.88  -1.77  -3.40  0.28
H  -1.05  -0.29  1.24  0.52
H  1.36  -1.76  -0.41  0.31
H  -0.88  1.70  -0.47  0.37
H  0.11  0.88  4.08  0.33
H  0.58  0.03  2.77  0.37

As for the spin multiplicity: 1. The total charge is -1. The value obtained for the lowest unoccupied orbital energy is 0.1377 hartree. The orbital gap is 7.444 eV.



three) ORCA calculation (the ωB97M-V functional and the def2-TZVPD basis) on the ion C6H9N2O2 with charge -1.

Each line ends with the Mulliken charge.
Element x y z (Å)
O  -1.90  -2.00  0.94  -0.72
O  2.11  0.72  0.83  -0.78
N  1.07  -0.77  2.27  -0.42
N  0.03  -1.73  2.18  -0.13
C  -1.19  1.58  -0.80  -1.36
C  -0.47  0.24  -1.02  0.62
C  1.12  -0.02  1.02  0.73
C  0.70  0.41  -1.99  -1.51
C  0.01  -0.33  0.27  -0.31
C  -0.82  -1.46  1.14  -0.04
H  1.43  1.10  -1.56  0.29
H  0.37  0.79  -2.96  0.43
H  -2.16  1.40  -0.35  0.32
H  -0.37  -2.01  3.07  0.28
H  1.97  -1.22  2.45  0.23
H  1.20  -0.54  -2.15  0.36
H  -0.60  2.20  -0.12  0.30
H  -1.32  2.12  -1.74  0.39
H  -1.19  -0.47  -1.47  0.32

As for the spin multiplicity: 1. The total charge is -1. The value obtained for the lowest unoccupied orbital energy is 0.1492 hartree. The orbital gap is 7.092 eV. Its SMILES is CC(C)c1c([O-])[nH][nH]c1=O.



Order of stability, best first: one), two), three)



one) ORCA calculation (the ωB97M-V functional and the def2-TZVPD basis) on an isolated molecule of C4H7N3S.

Each line ends with the Mulliken charge.
Element x y z (Å)
S  -2.45  -0.28  0.23  -0.09
N  1.46  -0.73  -0.61  -0.65
N  -1.63  1.21  -0.19  -0.31
N  0.47  2.17  0.02  -0.85
C  -1.05  -1.20  -0.47  -0.54
C  -0.25  1.12  -0.08  0.40
C  1.21  -0.76  0.83  -0.74
C  0.14  -0.33  -0.10  0.83
H  -2.05  2.06  0.07  0.31
H  1.42  1.93  0.06  0.21
H  1.67  -0.01  1.47  0.27
H  1.98  0.07  -0.88  0.31
H  -1.14  -1.27  -1.57  0.25
H  1.18  -1.78  1.27  0.23
H  -0.96  -2.19  -0.06  0.39

As for the spin multiplicity: 1. The value obtained for the lowest unoccupied orbital energy is 0.0273 hartree. The orbital gap is 9.108 eV. Its SMILES is [H]/N=C1/NSC[C@]12CN2.



two) ORCA calculation (the ωB97M-V functional and the def2-TZVPD basis) on an isolated molecule of C4H7N3S.

Each line ends with the Mulliken charge.
Element x y z (Å)
S  0.55  -0.06  -2.44  -0.18
N  0.98  1.42  2.44  -0.68
N  -0.33  -0.24  1.33  -0.65
N  0.32  0.19  -0.79  -0.06
C  0.57  0.83  1.38  0.40
C  1.06  1.18  0.00  -0.31
C  -0.42  -0.58  0.08  0.71
C  -1.27  -1.71  -0.40  -1.17
H  -1.74  -2.18  0.45  0.32
H  2.14  1.05  -0.07  0.28
H  -2.06  -1.37  -1.06  0.30
H  0.79  2.21  -0.29  0.28
H  -0.69  -2.46  -0.96  0.33
H  0.49  0.97  3.21  0.31
H  -0.40  0.76  -2.90  0.14

As for the spin multiplicity: 1. The value obtained for the lowest unoccupied orbital energy is 0.0176 hartree. The orbital gap is 9.406 eV. Its SMILES is [H]/N=C1/CN(S)C(C)=N1.



Order of stability, best first: two), one)



one) ORCA calculation (the ωB97M-V functional and the def2-TZVPD basis) on an isolated molecule of C4H7N3S.

Each line ends with the Mulliken charge.
Element x y z (Å)
S  0.13  2.27  -0.31  -0.22
N  -2.53  0.74  0.63  -0.64
N  2.29  -0.23  -0.61  -0.58
N  -1.86  -1.18  -0.44  -0.57
C  2.06  -0.17  0.86  -0.44
C  0.88  -0.40  -0.07  -0.01
C  -0.13  0.68  -0.20  0.05
C  -1.59  0.22  -0.10  0.33
H  -2.87  -1.43  -0.40  0.29
H  2.41  0.70  -1.13  0.28
H  2.14  0.69  1.47  0.29
H  0.49  -1.42  -0.27  0.43
H  -1.49  -1.17  -1.42  0.27
H  2.42  -1.08  1.27  0.25
H  -2.36  1.78  0.73  0.27

As for the spin multiplicity: 1. The value obtained for the lowest unoccupied orbital energy is -0.0385 hartree. The orbital gap is 8.263 eV. Its SMILES is [H]/N=C(/N)C(=S)[C@@H]1CN1.



two) ORCA calculation (the ωB97M-V functional and the def2-TZVPD basis) on an isolated molecule of C4H7N3S.

Each line ends with the Mulliken charge.
Element x y z (Å)
S  2.82  -1.07  0.06  -0.18
N  -0.33  -1.26  0.05  -0.63
N  0.63  2.15  -0.02  -0.62
N  1.58  0.12  0.05  -0.09
C  1.72  1.53  -0.07  -0.06
C  -1.84  -1.22  -0.05  -0.82
C  -0.47  1.19  0.12  -0.23
C  0.19  -0.13  0.15  0.64
H  -2.14  -0.67  -0.94  0.29
H  -2.21  -0.75  0.90  0.27
H  -1.17  1.19  1.08  0.27
H  -2.20  -2.20  -0.15  0.30
H  2.71  1.88  -0.11  0.42
H  -1.19  1.26  -0.74  0.26
H  1.90  -2.02  -0.32  0.19

As for the spin multiplicity: 1. The value obtained for the lowest unoccupied orbital energy is 0.0298 hartree. The orbital gap is 9.147 eV. Its SMILES is C/N=C1\CN=CN1S.



three) ORCA calculation (the ωB97M-V functional and the def2-TZVPD basis) on an isolated molecule of C4H7N3S.

Each line ends with the Mulliken charge.
Element x y z (Å)
S  -1.31  -1.25  -0.24  -0.18
N  -0.23  1.21  -2.13  -0.59
N  2.15  0.09  1.07  -0.47
N  0.62  -1.07  2.27  -0.71
C  0.85  -0.44  1.18  0.43
C  -0.01  -0.23  -0.01  0.16
C  0.22  1.06  -0.72  -0.21
C  -1.00  1.88  -1.11  -0.41
H  2.79  -0.29  1.76  0.27
H  2.58  0.27  0.20  0.19
H  -0.65  0.33  -2.40  0.28
H  1.16  1.50  -0.51  0.48
H  -0.30  -1.49  2.11  0.24
H  -1.95  1.50  -0.75  0.27
H  -0.84  2.93  -1.04  0.26

As for the spin multiplicity: 1. The value obtained for the lowest unoccupied orbital energy is -0.0464 hartree. The orbital gap is 8.076 eV. Its SMILES is [H]/N=C(/N)C(=S)[C@@H]1CN1.



four) ORCA calculation (the ωB97M-V functional and the def2-TZVPD basis) on a cluster of 2 separate species, C4H7N3S in total.

Each line ends with the Mulliken charge.
Element x y z (Å)
S  2.41  1.39  -1.13  -0.37
N  0.67  -0.41  0.92  0.77
N  0.84  0.00  2.05  -1.22
N  -0.17  2.13  -0.99  -0.26
C  -1.56  1.87  -0.77  -0.56
C  0.34  -1.65  -1.30  -1.03
C  0.28  -0.70  -0.16  0.31
C  0.91  1.62  -0.97  0.43
H  -0.28  -1.25  -2.16  0.26
H  1.71  0.52  2.19  0.26
H  -1.78  2.31  0.17  0.27
H  -2.17  2.37  -1.52  0.27
H  -0.26  -2.52  -0.92  0.31
H  1.30  -1.90  -1.66  0.32
H  -1.78  0.80  -0.81  0.26

As for the spin multiplicity: 1. The value obtained for the lowest unoccupied orbital energy is 0.0203 hartree. The orbital gap is 8.893 eV.



Order of stability, best first: two), three), one), four)